# 1
ORCA calculation (ωB97M-V with the def2-TZVPD basis set) on C17H28CeN6O6Se as an isolated structure.

As for the gap between HOMO and LUMO (spin up / spin down): 0.23796 / 0.23818 Ha. For the HOMO energy (spin up / spin down), the calculation gives -10.73 / -10.73 eV. Its spin multiplicity is 2. Its net charge is +1.

XYZ file:
```
59
Properties=species:S:1:pos:R:3:forces:R:3
O 1.485 4.173 0.109 0.02 0.05 0.76
H 2.077 4.898 -0.168 -0.58 -0.73 0.18
Ce 0.167 2.253 0.012 2.06 1.43 0.59
N 1.681 2.108 1.956 0.68 0.60 -0.87
N 2.302 1.234 -0.409 0.80 -0.83 0.39
N -2.206 1.992 0.163 -3.29 -1.81 -0.42
N -0.880 0.439 -1.461 -2.50 -1.86 -0.40
O 1.170 2.757 2.900 0.46 -0.42 -0.37
O -2.945 2.644 1.157 0.75 0.04 -0.48
O -0.208 -0.544 -2.192 -0.21 1.25 0.32
O 2.505 0.407 -1.372 -0.08 0.95 0.56
C 3.351 1.741 0.323 -0.64 -0.18 0.28
C 2.991 2.336 1.569 -0.94 -0.07 -0.42
C -2.927 1.089 -0.513 0.67 2.96 1.92
C -2.209 0.281 -1.467 3.37 -0.56 -1.01
C 3.820 3.291 2.349 0.26 -0.24 0.28
H 3.524 4.348 2.186 -0.03 -0.67 -0.04
H 4.870 3.160 2.075 -0.17 0.21 0.25
H 3.679 3.065 3.415 0.14 0.22 -0.21
C 4.741 1.678 -0.215 0.24 -0.06 -0.10
H 4.785 2.104 -1.228 -0.11 -0.23 0.22
H 5.070 0.630 -0.273 -0.11 0.25 -0.09
H 5.457 2.224 0.406 -0.25 -0.17 -0.09
C -4.406 0.950 -0.347 -0.23 0.02 0.01
C -2.941 -0.698 -2.341 -0.07 -0.17 0.10
H -4.821 1.803 0.201 0.18 -0.29 -0.21
H -4.678 0.030 0.198 0.22 0.27 -0.17
H -4.867 0.886 -1.345 0.11 0.01 0.35
H -2.264 -1.418 -2.798 0.01 0.15 0.09
H -3.485 -0.184 -3.151 0.24 0.02 0.29
H -3.694 -1.247 -1.762 0.18 0.12 -0.07
H -2.351 3.366 1.477 -0.20 -0.30 -0.30
H 0.743 -0.286 -2.128 -0.19 0.09 0.11
C 0.279 3.182 -2.072 0.25 1.62 -1.16
H 0.792 4.147 -1.842 -0.44 -0.91 -0.14
H -0.699 3.542 -2.465 0.26 -0.85 -0.02
H 0.940 2.724 -2.831 -0.67 -0.27 0.16
O -0.795 4.605 1.079 -0.29 0.56 -0.77
H 0.218 4.584 0.859 -0.31 0.74 0.05
H -1.133 5.423 0.619 0.48 -1.32 0.67
C 1.620 -2.794 -0.097 0.38 0.20 -0.24
N 0.273 -3.021 0.359 -0.36 0.68 0.62
C -0.418 -2.174 1.204 -0.48 -2.54 -1.07
Se 0.067 -0.554 1.879 0.20 0.61 -0.07
N -1.534 -2.893 1.545 0.04 0.67 -0.02
C -1.552 -4.157 0.955 0.11 0.09 0.58
C -2.394 -5.241 1.154 0.00 -0.31 -0.31
C -2.016 -6.436 0.533 -0.13 0.31 0.12
C -0.850 -6.535 -0.239 0.18 0.47 -0.04
C -0.010 -5.435 -0.428 -0.27 -0.06 0.01
C -0.388 -4.247 0.203 0.16 0.17 0.16
H 1.656 -1.959 -0.799 0.07 -0.10 0.07
H 1.955 -3.707 -0.588 0.09 0.23 0.03
H 2.277 -2.571 0.748 -0.10 -0.02 -0.08
H -2.195 -2.537 2.223 0.12 -0.09 -0.18
H -3.291 -5.138 1.765 0.25 -0.22 -0.18
H -2.623 -7.327 0.640 -0.06 0.13 0.10
H -0.599 -7.494 -0.688 -0.02 0.26 0.05
H 0.888 -5.495 -1.041 -0.23 -0.08 0.22
```
Positions in Å, forces in eV/Å.

Löwdin atomic charge list, values in e, 5 entries:
1. O -0.3892
2. H 0.0693
3. Ce 1.0590
4. N -0.2448
5. N -0.1893

# 2
ORCA calculation (ωB97M-V with the def2-TZVPD basis set) on C17H28ClN3O3PRh as an isolated structure.

As for the gap between HOMO and LUMO: 0.31094 Ha. For the HOMO energy, the calculation gives -16.15 eV. For the relative energy (zero: lowest compared OMol25 entry of this formula, charge and spin), the calculation gives 12.6 kcal/mol. Its net charge is +2.

XYZ file:
```
54
Properties=species:S:1:pos:R:3:forces:R:3
Rh 0.431 0.731 -0.250 1.46 1.89 0.87
N 4.199 -4.341 0.265 -0.01 0.06 -0.01
C 4.007 -3.301 -0.181 -0.02 0.02 -0.02
C 3.714 -2.001 -0.723 0.09 -0.06 0.02
C 4.569 -1.351 -1.613 0.03 -0.04 0.02
C 4.208 -0.104 -2.084 0.04 0.09 -0.04
C 3.013 0.462 -1.680 -0.09 -0.07 0.07
N 2.195 -0.167 -0.817 -0.36 -1.15 -0.18
C 2.541 -1.376 -0.348 0.08 0.23 0.11
H 5.494 -1.820 -1.919 0.00 0.00 -0.01
H 4.842 0.437 -2.771 0.00 0.00 0.00
H 2.690 1.427 -2.040 -0.02 0.01 -0.04
H 1.872 -1.839 0.361 0.05 0.04 0.01
C -0.422 0.950 4.911 0.07 -0.05 -0.05
N 0.176 0.192 3.804 -0.11 -0.03 0.10
C 1.013 -0.961 4.155 -0.01 0.08 -0.02
C -0.029 0.543 2.571 0.07 -0.10 -0.08
O 0.499 -0.075 1.588 -0.09 -0.77 0.25
H 0.367 1.288 5.580 0.01 0.01 0.00
H -1.108 0.307 5.459 0.00 0.00 0.01
H -0.957 1.812 4.522 -0.01 0.00 0.01
H 0.621 -1.400 5.068 0.01 -0.02 0.00
H 2.040 -0.637 4.324 0.00 0.00 0.01
H 0.990 -1.693 3.354 0.00 0.00 0.00
H -0.675 1.406 2.405 0.00 0.03 -0.03
Cl -0.473 4.748 -2.802 0.01 0.01 0.00
C -0.390 4.463 -1.063 0.10 0.06 0.02
C -0.077 3.032 -0.763 -0.14 -0.01 -0.07
O -0.607 2.440 0.237 -0.51 0.00 -0.16
O 0.706 2.326 -1.477 -0.35 0.06 -0.57
H -1.337 4.722 -0.600 0.00 0.01 0.03
H 0.396 5.092 -0.642 0.00 0.00 0.03
C -1.598 -3.291 -1.391 0.12 -0.01 -0.01
C -0.530 -2.231 -1.071 -0.19 -0.25 -0.10
P -1.208 -0.568 -0.948 0.06 0.16 -0.16
C -1.904 -0.115 -2.554 0.05 0.03 -0.10
C -1.957 1.368 -2.926 -0.04 0.01 0.09
C -2.542 -0.593 0.266 0.01 0.06 0.11
C -3.319 0.711 0.466 -0.06 -0.07 -0.04
H -1.106 -4.248 -1.553 -0.02 -0.01 0.00
H -2.152 -3.051 -2.299 0.00 0.00 0.01
H -2.301 -3.418 -0.570 0.00 0.00 0.00
H 0.230 -2.200 -1.856 0.00 0.00 0.01
H -0.023 -2.460 -0.131 -0.13 -0.02 -0.01
H -2.915 -0.537 -2.523 0.02 -0.06 -0.09
H -1.334 -0.669 -3.303 -0.05 -0.04 -0.01
H -2.491 1.960 -2.180 0.00 -0.01 -0.01
H -2.484 1.478 -3.872 -0.03 -0.01 0.01
H -0.962 1.781 -3.055 0.01 -0.01 -0.04
H -2.104 -0.952 1.201 -0.04 -0.05 -0.01
H -3.213 -1.377 -0.098 -0.01 -0.04 0.08
H -2.671 1.555 0.683 0.02 0.02 0.02
H -4.010 0.588 1.298 -0.03 -0.01 -0.02
H -3.915 0.957 -0.413 0.02 0.00 -0.01
```
Positions in Å, forces in eV/Å.

natural (NBO) atomic charge list, values in e, 5 entries:
1. Rh 0.9024
2. N -0.1864
3. C 0.2195
4. C -0.1664
5. C -0.0532

# 3
ORCA calculation (ωB97M-V with the def2-TZVPD basis set) on the molecule C17H28ClNO2.

As for the gap between HOMO and LUMO: 0.33208 Ha. For the HOMO energy, the calculation gives -8.30 eV. For the relative energy (zero: lowest compared OMol25 entry of this formula, charge and spin), the calculation gives 0.1 kcal/mol. Its net charge is 0.

XYZ file:
```
49
Properties=species:S:1:pos:R:3:forces:R:3
C 6.103 2.666 -1.781 0.02 0.09 -0.03
O 5.535 1.388 -1.679 -0.10 -0.27 0.10
C 4.784 1.025 -2.815 -0.09 -0.17 -0.26
C 4.224 -0.378 -2.617 0.01 0.48 0.32
C 3.222 -0.429 -1.465 0.12 -0.02 -0.21
N 2.812 -1.800 -1.232 0.05 -0.11 -0.25
H 2.318 -2.158 -2.043 0.06 -0.01 0.07
C 2.034 -2.027 -0.035 -0.37 0.01 0.00
C 0.621 -1.420 -0.038 0.11 -0.07 0.29
C -0.137 -1.787 1.238 0.40 -0.06 -0.24
O -1.458 -1.290 1.255 -0.28 0.18 0.05
C -1.707 0.034 1.470 0.02 0.25 0.06
C -0.715 0.936 1.841 0.07 -0.28 -0.02
C -1.001 2.270 2.074 -0.23 0.09 -0.02
C -2.302 2.701 1.930 0.16 -0.12 0.00
C -3.303 1.816 1.562 0.15 0.03 0.03
C -3.040 0.476 1.325 0.11 -0.13 -0.02
C -4.154 -0.484 0.923 -0.13 -0.17 -0.06
C -5.517 0.208 0.814 0.26 -0.07 0.03
H -6.265 -0.527 0.524 -0.05 -0.07 -0.02
H -5.505 0.989 0.057 -0.05 0.13 -0.07
H -5.822 0.634 1.767 -0.08 0.10 0.09
C -4.277 -1.590 1.980 0.05 0.04 -0.08
H -5.085 -2.268 1.714 -0.13 -0.08 -0.02
H -4.497 -1.155 2.952 -0.05 0.02 0.13
H -3.358 -2.160 2.054 0.01 -0.08 0.06
C -3.831 -1.093 -0.449 0.01 0.00 0.11
H -3.717 -0.305 -1.191 -0.01 0.06 -0.12
H -2.915 -1.671 -0.410 0.04 -0.05 -0.08
H -4.640 -1.749 -0.762 -0.12 -0.07 -0.05
H -4.302 2.203 1.465 -0.13 0.01 -0.02
Cl -2.699 4.364 2.207 -0.04 0.20 0.03
H -0.218 2.953 2.362 0.05 0.08 0.03
H 0.305 0.611 1.963 0.09 -0.08 -0.02
H -0.259 -2.873 1.292 0.07 0.13 0.06
H 0.419 -1.466 2.127 -0.07 -0.04 -0.01
H 0.682 -0.335 -0.129 -0.03 0.00 -0.06
H 0.062 -1.797 -0.898 -0.02 0.02 -0.02
H 1.955 -3.110 0.100 0.01 0.04 0.14
H 2.603 -1.623 0.808 0.00 -0.09 0.05
H 3.715 -0.068 -0.560 -0.07 0.05 0.00
H 2.379 0.247 -1.691 0.10 0.02 0.08
H 5.043 -1.061 -2.394 0.03 -0.07 -0.06
H 3.744 -0.701 -3.543 0.01 -0.04 -0.07
H 5.426 1.051 -3.711 -0.08 0.04 0.09
H 3.964 1.746 -2.968 0.08 -0.03 -0.02
H 6.657 2.837 -0.860 0.02 0.09 -0.04
H 6.787 2.732 -2.637 -0.01 0.01 0.04
H 5.331 3.439 -1.892 0.04 -0.01 0.01
```
Positions in Å, forces in eV/Å.

natural (NBO) atomic charge list, values in e, 5 entries:
1. C -0.2431
2. O -0.5450
3. C -0.0560
4. C -0.4155
5. C -0.2200

# 4
ORCA calculation (ωB97M-V with the def2-TZVPD basis set) on C17H28ClPPt as an isolated structure.

As for the gap between HOMO and LUMO (spin up / spin down): 0.10021 / 0.19283 Ha. For the HOMO energy (spin up / spin down), the calculation gives -11.29 / -16.11 eV. Its spin multiplicity is 5. For the relative energy (zero: lowest compared OMol25 entry of this formula, charge and spin), the calculation gives 0.0 kcal/mol. Its net charge is +2.

XYZ file:
```
48
Properties=species:S:1:pos:R:3:forces:R:3
C 4.313 -3.570 1.156 -0.46 -0.04 -0.05
C 3.871 -4.403 0.021 -0.25 -0.46 -0.62
C 4.943 -2.264 0.898 0.25 0.68 -0.08
C 3.730 -3.838 2.485 -0.31 -0.13 0.74
Cl 0.561 -2.701 0.539 0.11 -0.77 0.04
H 6.046 -2.274 0.966 -0.29 0.08 -0.04
H 4.576 -1.518 1.622 0.27 -0.09 -0.08
H 4.677 -1.892 -0.107 0.23 -0.10 0.12
H 4.515 -5.274 -0.216 -0.15 0.36 0.13
H 3.813 -3.793 -0.898 0.07 -0.29 0.13
H 2.865 -4.815 0.223 0.32 0.04 -0.14
H 4.331 -4.499 3.143 -0.16 0.27 -0.27
H 2.744 -4.326 2.382 0.30 0.08 0.11
H 3.585 -2.889 3.031 0.09 -0.32 0.03
C 0.109 0.503 -1.977 0.61 -0.70 0.44
C 1.351 1.171 -1.693 -1.09 -0.01 0.02
C 2.390 0.204 -1.642 -0.11 -0.56 -0.13
H 1.417 2.241 -1.541 0.24 -0.14 -0.12
C 1.853 -1.069 -1.890 -0.02 0.09 -0.25
C 0.425 -0.942 -2.100 0.21 1.19 -0.47
H -0.214 -1.634 -2.637 0.25 -0.12 0.24
H -0.811 0.966 -2.319 0.42 -0.01 -0.06
H 3.445 0.424 -1.510 -0.18 -0.06 0.09
H 2.399 -2.005 -1.956 -0.09 0.22 0.15
C -0.434 -0.342 2.217 0.50 1.22 0.23
C -0.596 1.009 1.618 0.75 -0.94 -0.01
C 0.711 1.614 1.622 -0.81 0.07 -0.37
H -1.548 1.502 1.447 0.38 0.02 0.21
C 1.640 0.716 2.207 -0.14 -0.58 0.16
C 0.979 -0.464 2.584 -0.63 0.33 0.09
H 1.412 -1.323 3.085 -0.04 0.14 -0.21
H -1.250 -0.923 2.628 0.23 -0.08 -0.07
H 0.922 2.601 1.218 0.03 -0.18 0.25
H 2.695 0.911 2.388 -0.23 0.01 -0.13
Pt -0.193 -0.578 0.008 -0.65 0.92 -0.36
C -3.136 1.121 -0.888 0.17 -0.08 0.15
P -2.453 -0.514 -0.517 0.12 -0.45 -0.10
C -3.399 -1.197 0.872 0.09 -0.06 0.18
C -2.828 -1.559 -1.973 0.31 -0.01 0.14
H -3.005 1.765 -0.003 -0.15 -0.06 -0.55
H -4.208 0.986 -1.089 0.23 0.13 0.02
H -2.638 1.540 -1.777 -0.39 -0.01 0.48
H -4.384 -1.498 0.486 0.22 0.05 0.16
H -2.888 -2.065 1.313 -0.19 0.11 -0.34
H -3.544 -0.460 1.672 0.02 -0.02 -0.28
H -3.901 -1.796 -1.948 0.25 0.05 0.00
H -2.607 -1.048 -2.917 -0.06 0.09 0.24
H -2.242 -2.486 -1.954 -0.28 0.12 0.18
```
Positions in Å, forces in eV/Å.

natural (NBO) atomic charge list, values in e, 5 entries:
1. C 0.0975
2. C -0.6599
3. C -0.6537
4. C -0.6628
5. Cl -0.4372

Let's list F_max in order: 0.0734, 0.0494, 0.0112, 0.0260 hartree/bohr.